1.
DFT (ωB97M-V/def2-TZVPD) results for a 2-piece molecular cluster, C2H9ClSi2 overall.

Atoms and positions in Å:
C: -0.5479 0.2689 -0.8731
C: 0.6529 -0.0216 -0.1706
Si: -1.6225 1.6197 0.4282
Si: 1.6029 -1.6161 0.0472
Cl: 1.6318 1.3063 0.3365
H: -0.5004 0.8947 -1.8194
H: -1.1712 -0.6732 -0.8852
H: -0.1178 -0.9183 1.3744
H: -1.6699 2.6786 -0.6432
H: -0.8506 1.3323 1.5604
H: -2.9368 1.0179 0.4474
H: 0.6922 -2.7498 0.1525
H: 2.4046 -1.3990 1.2130
H: 2.4326 -1.7403 -1.1681

Values from the calculation:
LUMO energy in eV: -0.34
Spin multiplicity: 1
Total charge: 0



2.
DFT (ωB97M-V/def2-TZVPD) results for a 2-piece molecular cluster, C2H9FN3P overall.

Atoms and positions in Å:
C: -1.7714 -0.2697 -0.6440
C: 0.4286 -1.1586 -0.2376
N: -0.7366 2.6101 0.3221
N: 1.7393 1.3537 0.4109
N: -0.3601 0.0031 -0.4614
F: 4.7130 0.3269 -0.1698
P: 0.1687 1.3445 0.3126
H: -2.5221 0.5509 -0.6713
H: -2.0407 -0.7479 -1.5455
H: -2.1820 -0.8295 0.1151
H: 1.2803 -0.9734 0.3663
H: -0.0937 -1.8160 0.5022
H: 0.9031 -1.6508 -1.0461
H: -1.7912 2.6010 0.2021
H: 3.7452 0.3840 0.0596
H: 1.9769 2.2782 0.6658

Values from the calculation:
LUMO energy in eV: -0.11
Spin multiplicity: 1
SMILES: [H]/N=P(=N/[H])\N(C)C.F
Total charge: 0



3.
DFT (ωB97M-V/def2-TZVPD) results for a 2-piece molecular cluster, C2H9N2 overall.

Atoms and positions in Å:
C: -1.3013 -0.1008 0.1110
N: -0.9398 -0.0795 -1.2960
C: -0.1716 0.0262 1.0701
N: 1.9209 0.2181 -0.2529
H: -1.6946 -1.1083 0.3220
H: -2.1068 0.6133 0.2843
H: 0.0220 -0.1935 -1.5270
H: -1.6766 -0.1430 -1.9709
H: 1.0087 0.1389 0.1662
H: 0.1165 -0.8244 1.6812
H: 2.4857 -0.6127 -0.1244
H: 2.4100 1.0746 -0.0327
H: -0.0731 0.9911 1.5691

Values from the calculation:
LUMO energy in eV: -8.11
Spin multiplicity: 1
Total charge: +1



4.
DFT (ωB97M-V/def2-TZVPD) results for a 2-piece molecular cluster, C2H9N2 overall.

Atoms and positions in Å:
C: 0.0925 1.1334 1.9004
H: 0.1050 1.7265 2.8287
H: -0.9648 0.8067 1.5033
H: 0.6295 1.8673 1.2419
H: 0.5804 0.1865 2.1250
N: 0.6832 -0.2923 -0.4598
C: -0.4094 -0.8597 -0.8596
N: -0.4320 -1.2541 -2.1350
H: 1.5654 -0.7971 -0.5202
H: 0.5930 0.5614 0.0284
H: -1.3877 -0.5723 -0.4569
H: -1.4118 -1.4515 -2.4240
H: 0.3567 -1.0549 -2.7723

Values from the calculation:
LUMO energy in eV: -5.01
Spin multiplicity: 1
Total charge: +1



5.
DFT (ωB97M-V/def2-TZVPD) results for a 2-piece molecular cluster, C2H9N2 overall.

Atoms and positions in Å:
C: -0.0784 0.8481 -0.2815
C: 0.0500 -0.0828 -1.3322
N: -0.7382 -0.5497 2.1544
N: 1.2381 -0.2641 -2.0247
H: 0.7409 1.5949 -0.3036
H: -0.3382 0.2169 0.8047
H: -1.1079 1.3744 -0.1379
H: -0.7639 -0.7677 -1.5919
H: -1.0237 -1.5104 2.1433
H: 0.1970 -0.4265 2.4036
H: -1.2903 0.0369 2.8853
H: 1.9680 0.4500 -1.9286
H: 1.1466 -0.9200 -2.7910

Values from the calculation:
LUMO energy (alpha / beta) in eV: -4.47 / -4.47
Spin multiplicity: 1
Total charge: +1



6.
DFT (ωB97M-V/def2-TZVPD) results for a 2-piece molecular cluster, C2H9N2 overall.

Atoms and positions in Å:
C: 1.1821 -0.9811 0.9390
C: -1.1066 0.8102 -1.1540
N: -0.3385 1.8340 -1.2177
N: -0.2187 -1.2717 0.8792
H: 1.5899 -1.4569 1.9094
H: 1.5693 -1.5541 0.0202
H: 1.3635 0.0023 0.8806
H: -0.8442 -0.1432 -1.7627
H: -2.0207 0.8176 -0.4496
H: -0.4789 2.7330 -0.7534
H: 0.4666 1.9491 -1.8622
H: -0.4215 -2.1938 1.2019
H: -0.7423 -0.5455 1.3693

Values from the calculation:
LUMO energy in eV: -5.45
Spin multiplicity: 1
Total charge: +1



7.
DFT (ωB97M-V/def2-TZVPD) results for an isolated ion of composition C2H9N2 and charge +1.

Atoms and positions in Å:
C: -0.3715 0.7859 -0.0829
N: 0.4218 1.9565 0.2278
C: 0.4236 -0.4524 0.2547
N: -0.1449 -1.6826 -0.4042
H: -1.3485 0.7425 0.4144
H: -0.6080 0.8040 -1.1555
H: 0.6790 2.0198 1.2001
H: -0.0397 2.7940 -0.0905
H: 1.4702 -0.3874 -0.0660
H: 0.4414 -0.6371 1.3351
H: 0.4402 -2.4888 -0.1941
H: -0.2906 -1.5171 -1.3979
H: -1.0731 -1.9373 -0.0410

Values from the calculation:
LUMO energy in eV: -3.94
Spin multiplicity: 1
SMILES: NCC[NH3+]
Total charge: +1



8.
DFT (ωB97M-V/def2-TZVPD) results for a 2-piece molecular cluster, C2H9N2O overall.

Atoms and positions in Å:
C: 1.7741 1.5978 0.3155
O: 0.4982 1.1631 0.7915
H: 2.4842 1.0548 0.9808
H: 1.9720 1.4571 -0.7940
H: 2.1171 2.7223 0.3248
N: -0.9500 -0.3215 -1.3920
C: -1.2139 -1.4364 -0.4515
N: -1.0089 -1.0193 1.0016
H: -1.8363 0.3313 -1.4191
H: -0.3163 0.3426 -0.7881
H: -2.1705 -2.0110 -0.5570
H: -0.3528 -2.2194 -0.7580
H: -0.5728 -1.6290 1.6752
H: -0.4240 -0.0325 1.0703

Values from the calculation:
LUMO energy in eV: 4.63
Spin multiplicity: 1
Total charge: -1



9.
DFT (ωB97M-V/def2-TZVPD) results for C2H9N2O as an isolated structure.

Atoms and positions in Å:
C: 1.4969 -0.7665 -1.9761
O: 0.4071 -0.0969 -1.2783
H: 1.3458 -1.0667 -3.0507
H: 1.9037 -1.7537 -1.5348
H: 2.3719 -0.0661 -1.7565
N: 0.2415 -0.2648 1.2486
C: -0.6859 0.8372 1.5626
N: -1.8652 0.9667 0.6927
H: 0.2616 -0.3848 -0.0300
H: -0.1691 -1.1532 1.4068
H: -0.0797 1.7301 1.4973
H: -1.0085 0.8764 2.5685
H: -2.5889 0.2961 0.9428
H: -1.6313 0.8462 -0.2929

Values from the calculation:
LUMO energy in eV: 4.60
Spin multiplicity: 1
Total charge: -1



10.
DFT (ωB97M-V/def2-TZVPD) results for a 2-piece molecular cluster, C2H9N2O overall.

Atoms and positions in Å:
C: -2.2472 -0.0149 -1.4894
N: 0.3673 0.3785 1.1531
C: -0.8394 0.0952 0.5293
N: -0.9504 0.0369 -0.8554
H: -2.4166 0.8212 -2.1679
H: -2.4402 -0.9439 -2.0303
H: -2.9401 0.0107 -0.6484
H: 1.3117 0.0190 1.0157
H: 0.1983 0.7710 2.0632
H: -1.7583 0.1813 1.0768
H: -0.1688 -0.0253 -1.4786
H: 3.7108 -0.7907 1.1048
H: 3.0997 -0.5556 -0.2585
O: 2.9599 -0.3611 0.6727

Values from the calculation:
LUMO energy (alpha / beta) in eV: 0.60 / 0.59
Spin multiplicity: 2
Total charge: 0



11.
DFT (ωB97M-V/def2-TZVPD) results for a 2-piece molecular cluster, C2H9N2O overall.

Atoms and positions in Å:
C: -1.7105 1.9067 0.1481
N: 0.0803 -1.3067 -0.1494
C: -0.7980 -0.3255 -0.0012
N: -0.6192 0.9546 0.0195
H: -2.6523 1.5409 -0.2579
H: -1.4130 2.7453 -0.5483
H: -1.7962 2.3791 1.1355
H: 1.0574 -1.2220 -0.4590
H: -0.2168 -2.2421 0.0714
H: -1.7973 -0.7088 -0.2455
H: 0.2561 1.4421 -0.1234
H: 3.1284 -2.4566 0.0129
H: 3.6691 -1.1612 0.3111
O: 2.8121 -1.5456 0.0862

Values from the calculation:
LUMO energy in eV: -3.52
Spin multiplicity: 1
Total charge: +1



12.
DFT (ωB97M-V/def2-TZVPD) results for a 2-piece molecular cluster, C2H9N2O overall.

Atoms and positions in Å:
C: -0.2890 2.1775 -0.7321
C: -0.6854 -0.1794 0.2388
N: 1.6060 -1.7586 0.1477
N: -1.0134 0.9844 -0.1023
O: -1.7099 -0.8324 0.8441
H: -0.6100 2.3099 -1.7181
H: -0.5489 2.9751 0.0477
H: 0.8227 1.7919 -0.8215
H: 0.3995 -0.7046 0.0701
H: 1.6982 -1.8771 1.1347
H: 2.5969 -1.7532 -0.1351
H: -2.0595 1.1694 -0.0515
H: 1.2237 -2.6913 -0.2549
H: -1.4311 -1.6117 1.3324

Values from the calculation:
LUMO energy in eV: -3.26
Spin multiplicity: 1
Total charge: +1



Quick rundown of electronic energy, same order as above: -1120.569507; -687.040108; -190.688199; -190.815181; -190.821325; -190.790322; -190.850774; -266.284699; -266.298113; -266.259963; -266.108246; -266.069572 Eh
Quick rundown of ΔE to the lowest compared entry with this formula, charge and spin, same order as above: 137.0; 65.3; 116.8; 37.1; 33.2; 52.7; 14.8; 37.6; 29.2; 9.1; 27.3; 51.5 kcal per mole